This record from the Open Molecules 2025 dataset describes a molecular structure, C35H34F5IN4PSTa. The level of theory is the ωB97M-V functional and the def2-TZVPD basis.

Element x y z (Å)
Ta (0.208, -0.727, -0.399)
N (2.674, -0.933, -0.060)
C (3.462, -1.451, -1.237)
C (3.032, -0.720, -2.499)
N (1.520, -0.622, -2.491)
C (1.046, 0.340, -3.515)
C (-0.428, 0.690, -3.247)
N (-0.689, 0.784, -1.767)
H (3.049, -0.011, 0.185)
H (2.891, -1.469, 0.765)
H (3.202, -2.487, -1.344)
H (4.544, -1.339, -1.064)
H (3.392, -1.294, -3.344)
H (3.369, 0.334, -2.588)
H (1.206, -1.566, -2.789)
H (1.092, -0.073, -4.523)
H (1.625, 1.283, -3.559)
H (-1.108, -0.065, -3.622)
H (-0.714, 1.613, -3.776)
H (-1.711, 0.832, -1.614)
H (-0.394, 1.724, -1.477)
I (0.245, -1.650, 2.320)
C (-1.491, -0.857, 3.255)
C (-2.257, -1.694, 3.995)
C (-3.220, -1.193, 4.922)
C (-3.253, 0.130, 5.101)
C (-2.393, 1.021, 4.390)
C (-2.353, 2.393, 4.831)
C (-1.378, 3.243, 4.343)
C (-0.647, 2.808, 3.261)
C (-0.758, 1.538, 2.733)
P (-0.240, 1.398, 1.001)
C (-1.306, 2.590, 0.231)
C (-2.657, 2.358, 0.522)
C (-3.577, 3.361, 0.229)
C (-3.167, 4.575, -0.326)
C (-1.825, 4.726, -0.714)
C (-0.881, 3.739, -0.375)
C (1.487, 1.889, 0.801)
C (2.236, 1.864, 2.010)
C (3.574, 2.108, 2.002)
C (4.272, 2.373, 0.826)
C (3.534, 2.536, -0.345)
C (2.173, 2.291, -0.378)
C (-1.531, 0.567, 3.405)
H (-2.238, -2.785, 3.836)
H (-3.931, -1.859, 5.407)
H (-3.947, 0.645, 5.806)
H (-3.024, 2.636, 5.618)
H (-1.218, 4.279, 4.670)
H (-0.043, 3.514, 2.661)
H (-2.955, 1.489, 1.119)
H (-4.557, 3.233, 0.634)
H (-3.885, 5.362, -0.502)
H (-1.479, 5.666, -1.170)
H (0.139, 4.039, -0.556)
H (1.682, 1.628, 2.923)
H (4.121, 2.080, 2.953)
H (5.353, 2.543, 0.812)
H (4.006, 2.844, -1.242)
H (1.676, 2.477, -1.318)
S (1.999, -5.171, -0.159)
C (1.492, -3.646, 0.174)
N (0.810, -2.964, -0.759)
C (0.694, -3.765, -1.943)
C (0.121, -3.509, -3.225)
C (0.338, -4.420, -4.246)
C (1.095, -5.596, -4.082)
C (1.622, -5.865, -2.846)
C (1.379, -4.986, -1.795)
H (1.746, -3.262, 1.154)
H (-0.574, -2.682, -3.401)
H (-0.102, -4.200, -5.248)
H (1.282, -6.302, -4.892)
H (2.257, -6.715, -2.666)
F (-1.372, -1.725, -1.419)
C (-1.871, -1.801, 0.025)
F (-1.873, -3.046, 0.518)
C (-3.349, -1.394, -0.164)
F (-4.017, -2.423, -0.666)
F (-3.223, -0.291, -0.969)
F (-4.010, -0.982, 0.881)

Force components x, y, z for each atom (eV/Å):
1.1065 -1.8190 -1.1790
-0.7067 0.8412 -0.2872
-0.1685 0.8150 0.2029
-0.5561 0.8478 0.8714
-0.3431 -0.7694 0.1109
-1.1326 0.7895 -0.1806
0.1328 -0.4957 -0.3042
0.2141 0.6248 -0.2042
-0.1735 0.0770 -0.1521
0.1853 -0.4764 0.2827
0.1791 -0.5611 -0.0311
-0.4019 -0.1237 0.0097
-0.0854 0.0845 -0.4075
0.2031 -0.7511 0.2665
0.0699 0.4650 -0.1887
0.2181 -0.1641 0.0053
0.1094 -0.6724 0.4936
0.0042 -0.3475 -0.1193
0.1158 -0.1311 0.4648
0.3781 -0.0774 -0.0002
-0.1329 -0.0686 -0.1075
-0.1608 0.4954 0.7270
0.3637 0.9686 0.0279
-0.7468 -1.5449 -0.1160
0.0511 -0.9666 -0.7461
-0.7138 2.0715 0.7734
-0.6456 1.1350 1.3106
1.1492 -0.8707 -0.7557
-0.8728 0.5742 0.7393
0.7268 0.2300 -1.9879
0.5888 -0.4363 -0.1901
-0.0055 0.3084 0.7402
-0.4949 -0.8158 0.7233
-0.1912 0.6926 -0.0764
0.6055 -0.1666 0.7577
0.7359 -0.5279 -0.7510
-0.2993 0.2559 0.4231
-0.4974 1.9318 -0.8811
0.7020 0.2518 0.3375
-1.4766 -0.6898 -0.4810
1.5785 -0.0849 1.0404
-0.1262 0.4645 -0.3706
-0.0224 -0.4529 0.5505
-0.6413 -0.2522 0.4105
0.4486 -0.8908 -0.4904
0.2788 0.5662 0.2042
0.3884 0.0407 -0.0186
0.5028 -0.8263 -0.4693
-0.4084 0.5483 0.4868
-0.3304 -0.6080 0.1487
-0.3039 -0.1232 0.7165
-0.0356 0.2555 -0.3797
-0.6962 0.0498 -0.2343
-0.0109 0.0928 0.0350
-0.2483 -0.5626 0.2483
0.3441 -0.4424 0.0886
0.5780 0.1316 -0.1707
-0.2076 0.0320 -0.4127
-0.4372 -0.0834 0.1550
0.4981 0.2920 -0.6953
-0.2717 -0.0947 -0.1031
0.1544 -0.5179 -1.1357
-0.6088 0.6459 -0.2060
-0.0401 0.1033 0.6401
0.2886 -0.3403 -0.0792
-0.0486 0.2234 0.7500
-0.4374 0.1419 -1.1016
-0.0084 0.1995 -0.0553
0.0344 -0.1896 0.3712
0.1908 0.3301 0.3906
-0.1232 -0.0436 -0.2252
0.3936 -0.2109 0.0334
0.3447 -0.2682 0.9972
-0.1710 0.3900 0.0659
-0.0365 -0.3613 -0.0856
0.0430 -0.8793 -0.4941
0.8361 -0.1077 0.8610
0.4892 0.9662 -0.9801
-0.0561 0.4824 -0.4385
0.4737 0.9122 -0.6411
-1.0501 -0.5229 -0.5231
0.4203 0.0106 0.9953

Summary:
Energy relative to the best compared isomer or geometry (same formula, charge and spin), eV: 0.085
HOMO level (spin up / spin down), eV: -18.78 / -18.78
Net charge: +4
Electronic energy, a.u.: -3165.2697
Spin multiplicity: 1

---

This record from the Open Molecules 2025 dataset describes 11 unconnected molecules or ions with the total composition C4H20BO18. The level of theory is the ωB97M-V functional and the def2-TZVPD basis.

Element x y z (Å)
O (-2.954, -0.781, 2.303)
C (-2.304, -0.384, 1.380)
O (-0.996, -0.169, 1.408)
B (-0.562, 0.471, 0.148)
O (-1.748, 0.419, -0.713)
C (-2.810, 0.018, -0.027)
O (-3.910, -0.115, -0.474)
O (0.607, -0.220, -0.386)
C (1.654, 0.615, -0.435)
O (2.736, 0.361, -0.849)
C (1.175, 1.980, 0.114)
O (-0.125, 1.866, 0.357)
O (1.867, 2.927, 0.318)
O (0.029, -3.027, 1.217)
H (-0.111, -2.145, 0.853)
H (0.140, -2.872, 2.159)
O (-5.799, -0.849, 2.521)
H (-6.110, -1.600, 2.009)
H (-4.836, -0.832, 2.395)
O (-0.825, 2.029, 3.640)
H (-0.798, 1.090, 3.843)
H (-0.884, 2.068, 2.680)
O (4.120, -2.821, -0.405)
H (3.244, -2.678, -0.787)
H (3.965, -3.400, 0.345)
O (-6.684, -0.887, -0.515)
H (-7.108, -0.067, -0.251)
H (-5.766, -0.776, -0.221)
O (1.781, -0.647, -3.508)
H (1.051, -0.126, -3.855)
H (1.366, -1.347, -2.989)
O (-0.361, 5.177, 0.677)
H (-0.225, 5.764, -0.071)
H (-0.540, 4.314, 0.289)
O (4.816, -0.225, -3.381)
H (5.064, 0.302, -2.613)
H (3.876, -0.398, -3.246)
O (1.211, -3.097, -1.373)
H (0.426, -2.669, -1.728)
H (0.956, -3.322, -0.466)
O (5.338, 1.709, -0.224)
H (4.375, 1.774, -0.197)
H (5.658, 2.570, 0.056)

Force components x, y, z for each atom (eV/Å):
-0.0641 -0.1892 -0.0787
0.0154 0.4599 0.2721
-0.1284 -0.0502 0.1289
0.1989 0.2611 -0.1772
-0.1309 0.1145 0.0004
0.4627 -0.5161 -0.5592
-0.0702 0.1168 0.3329
-0.1466 -0.0829 -0.1246
-0.3956 0.0458 -0.0937
0.3747 -0.0082 0.0988
0.3194 -0.4426 0.1813
-0.3495 0.1578 0.2431
0.0723 0.1667 -0.1766
-0.0440 -0.0592 -0.1217
0.0753 0.1431 0.1500
0.0184 -0.0364 0.0338
0.0260 0.0474 0.0935
-0.0385 0.0324 -0.1043
-0.1311 -0.0508 0.0500
-0.0270 0.0669 0.1108
-0.0451 -0.0547 -0.0753
0.1174 0.0416 -0.0304
0.0068 -0.0659 0.0778
-0.0047 0.0704 -0.1074
-0.0153 -0.0101 0.0087
0.0519 -0.1808 0.0352
-0.0046 0.0252 0.0978
-0.1383 0.1156 -0.1825
-0.1673 -0.1094 -0.1140
0.0224 0.0436 -0.0270
0.2687 0.0767 0.0826
-0.2089 0.1500 0.0117
0.0390 -0.0282 -0.0312
0.1247 -0.0894 0.0682
0.0193 0.1338 -0.0189
0.0258 -0.0627 0.0918
-0.0736 -0.0053 -0.0370
0.0161 -0.1384 -0.1695
-0.0747 -0.0329 0.0842
0.0397 -0.0129 0.0738
0.0513 0.0480 -0.0237
-0.0388 -0.1225 -0.0707
-0.0490 0.0318 -0.0035

Summary:
Energy relative to the best compared isomer or geometry (same formula, charge and spin), eV: 0.336
HOMO level, eV: -8.07
Net charge: -1
Electronic energy, a.u.: -1543.9652
Spin multiplicity: 1

---

This record from the Open Molecules 2025 dataset describes a molecular structure, C4H8N2. The level of theory is the ωB97M-V functional and the def2-TZVPD basis.

Element x y z (Å)
C (-1.009, 0.924, -0.821)
N (-0.973, 1.643, 0.481)
C (0.440, 1.338, 0.438)
C (0.427, 0.516, -0.609)
C (0.908, -1.858, 0.705)
N (-0.280, -1.574, 0.361)
H (-0.990, 1.687, -1.604)
H (-1.815, 0.205, -0.976)
H (-1.461, 1.069, 1.176)
H (1.230, 1.923, 0.870)
H (1.158, 0.016, -1.233)
H (1.335, -1.329, 1.564)
H (1.570, -2.548, 0.171)
H (-0.539, -2.012, -0.524)

Force components x, y, z for each atom (eV/Å):
-0.3525 -0.3703 -0.5725
0.1179 0.1631 -0.0615
0.4428 0.3100 -0.0814
0.0403 1.1586 -0.5892
-0.5244 -0.1795 0.0924
0.4570 -0.7898 0.3864
-0.4123 -0.1540 -0.0960
0.0151 -0.0438 0.0686
0.2884 0.2180 -0.0953
0.1454 -0.1311 0.7802
-0.0128 0.3462 0.0539
-0.1285 -0.2807 -0.0740
-0.0690 0.0837 -0.0130
-0.0073 -0.3303 0.2013

Summary:
Energy relative to the best compared isomer or geometry (same formula, charge and spin), eV: 3.786
HOMO level, eV: -8.10
Electronic energy, a.u.: -266.5829
Spin multiplicity: 1

---

This record from the Open Molecules 2025 dataset describes a molecular structure, C38H47HoN5O. The level of theory is the ωB97M-V functional and the def2-TZVPD basis.

Element x y z (Å)
Ho (0.419, -0.375, -0.134)
N (0.510, -2.472, 0.581)
N (1.038, -3.078, -2.223)
C (2.120, 1.420, -0.620)
C (2.876, 0.232, -0.337)
C (2.681, -0.097, 1.038)
C (3.338, -1.209, 1.775)
H (3.946, -1.821, 1.100)
H (2.607, -1.877, 2.249)
H (3.992, -0.827, 2.571)
C (1.875, 0.925, 1.628)
C (1.747, 1.166, 3.088)
H (2.651, 1.661, 3.487)
H (1.626, 0.227, 3.646)
H (0.892, 1.814, 3.323)
C (1.500, 1.844, 0.597)
C (0.735, 3.105, 0.793)
H (-0.083, 2.979, 1.515)
H (0.291, 3.451, -0.149)
H (1.388, 3.909, 1.169)
C (3.783, -0.506, -1.255)
H (4.743, -0.727, -0.765)
H (3.985, 0.070, -2.164)
H (3.352, -1.472, -1.556)
C (2.003, 2.127, -1.923)
H (0.966, 2.127, -2.300)
H (2.612, 1.642, -2.692)
H (2.312, 3.180, -1.838)
C (-0.137, -2.318, 1.779)
H (0.133, -1.429, 2.369)
C (-1.021, -3.282, 2.263)
H (-1.624, -3.058, 3.148)
C (-1.073, -4.531, 1.637)
H (-1.766, -5.301, 1.972)
C (-0.222, -4.792, 0.577)
H (-0.174, -5.751, 0.058)
C (0.560, -3.742, 0.031)
C (1.229, -3.955, -1.195)
H (1.570, -4.943, -1.495)
C (0.589, -1.729, -2.172)
C (1.199, -3.517, -3.541)
H (1.615, -4.483, -3.765)
C (0.800, -2.526, -4.326)
H (0.761, -2.471, -5.393)
N (0.541, -1.411, -3.529)
C (0.600, -0.137, -4.175)
C (1.775, 0.164, -4.909)
C (1.812, 1.341, -5.654)
H (2.727, 1.580, -6.201)
C (0.704, 2.181, -5.755)
C (0.748, 3.359, -6.678)
H (0.733, 4.303, -6.122)
H (-0.109, 3.362, -7.361)
H (1.666, 3.328, -7.274)
C (-0.451, 1.851, -5.042)
H (-1.330, 2.495, -5.110)
C (-0.545, 0.671, -4.296)
C (-1.864, 0.278, -3.708)
H (-2.213, -0.704, -4.058)
H (-2.604, 1.022, -4.030)
H (-1.861, 0.270, -2.608)
C (2.988, -0.719, -4.905)
H (2.812, -1.702, -5.367)
H (3.406, -0.874, -3.898)
H (3.769, -0.227, -5.499)
C (-0.746, 0.300, 5.634)
C (-1.823, 1.072, 4.894)
N (-2.969, 0.200, 4.599)
C (-3.561, -0.435, 5.798)
C (-3.945, 0.531, 6.893)
C (-3.872, 0.619, 3.615)
O (-5.082, 0.695, 3.805)
C (-3.302, 0.929, 2.265)
C (-4.093, 1.634, 1.350)
C (-3.547, 1.935, 0.108)
C (-2.263, 1.490, -0.222)
N (-1.573, 0.655, 0.607)
C (-2.068, 0.423, 1.863)
H (-1.053, 0.065, 6.660)
H (0.170, 0.899, 5.675)
H (-0.519, -0.642, 5.114)
H (-2.154, 1.942, 5.493)
H (-1.427, 1.477, 3.954)
H (-4.433, -1.002, 5.460)
H (-2.798, -1.132, 6.160)
H (-4.540, 1.357, 6.486)
H (-4.554, 0.004, 7.633)
H (-3.060, 0.930, 7.401)
H (-5.096, 1.936, 1.643)
H (-4.105, 2.516, -0.619)
H (-1.769, 1.787, -1.156)
H (-1.464, -0.208, 2.522)

Force components x, y, z for each atom (eV/Å):
-1.0358 0.8829 -0.4863
0.0022 -2.3374 1.5019
-0.2096 2.7914 -1.4207
0.7095 -0.2310 1.1415
-0.2413 0.9266 0.7180
0.2346 1.1204 -0.3263
0.1911 -0.2490 0.2870
-0.1045 0.0253 0.1263
0.1553 0.0196 -0.0474
-0.0145 -0.0871 -0.0770
0.4397 0.2327 -1.1552
-0.2216 -0.0837 0.4592
-0.2309 -0.1201 -0.0787
-0.0039 0.1549 0.0076
0.1075 -0.1235 -0.0057
1.0920 -0.5650 0.1346
-0.2276 0.3429 0.0864
0.1086 0.0394 -0.1824
0.0235 -0.0211 0.1932
-0.1322 -0.0584 -0.0778
0.0911 -0.5185 -0.2426
-0.1382 0.1141 -0.1658
0.0475 -0.0380 0.1534
0.1456 0.0668 -0.0666
-0.1421 0.2249 -0.3505
0.1915 0.0901 -0.0380
-0.0657 0.1592 0.0785
-0.0397 -0.2099 -0.0944
-0.3537 -1.5409 -0.6756
-0.4022 -0.0643 -0.4452
0.4380 1.2729 0.8441
0.2689 -0.1392 -0.2805
0.5816 -0.6956 -0.8918
0.1309 0.1891 0.0095
-0.2879 -0.1096 0.9640
-0.2285 0.2223 0.2962
0.1621 0.6338 -0.6386
-0.0870 -0.8775 1.8307
-0.5969 0.1234 0.0782
1.3351 -1.9826 -1.5715
-0.1853 -0.1741 1.1984
-0.2816 -0.1253 0.0042
0.1700 1.2040 -0.3537
0.0039 0.0791 -0.2513
-0.3563 -1.1677 -0.6281
-0.1197 0.1921 -0.7782
-0.5616 0.2570 0.5928
-0.2473 -0.1736 -0.0464
-0.2727 -0.0343 0.0800
-0.0283 -0.3550 0.2829
0.0407 0.3304 -0.0530
-0.0050 -0.0736 -0.0928
0.1373 0.0072 0.1143
-0.1662 0.1015 0.0457
0.1583 -0.1883 -0.1390
0.1829 -0.1706 -0.0585
0.6278 0.0411 0.0164
-0.4083 0.1732 0.2388
0.2747 0.1572 0.1265
0.0236 -0.2083 0.2021
-0.0243 -0.1327 -0.3783
0.6861 -0.0545 -0.1171
0.0702 0.3878 0.2765
-0.3707 -0.0963 -0.3248
-0.0889 -0.0932 0.1307
0.2973 0.0999 0.0564
-0.2432 -0.0525 -0.1453
-0.0092 -0.1210 0.6468
0.3804 0.0540 -0.9646
-0.2375 0.1975 0.2616
0.7329 0.4681 -1.8971
-0.3499 -0.1696 0.5329
0.6280 -1.3029 2.8454
-0.8586 1.0144 -1.7484
0.0850 -0.0821 0.3397
-0.7962 0.5624 -0.4976
-0.1789 -0.6439 2.4867
0.0307 0.6921 -2.0766
0.1462 0.0014 -0.1636
-0.0890 -0.1262 0.0766
-0.0399 0.1961 0.0933
0.1589 -0.1752 -0.0974
-0.1777 -0.1741 0.3232
0.1896 0.1279 0.0498
-0.2604 -0.1235 0.0944
0.1122 -0.1465 0.0841
0.0599 0.1103 0.0569
-0.1906 0.0424 -0.0281
0.2253 -0.0592 -0.1456
0.0000 0.0349 0.0502
-0.2140 -0.1266 0.3509
-0.3531 0.2387 -0.2642

Summary:
Expectation value of S²: 6.04
Energy relative to the best compared isomer or geometry (same formula, charge and spin), eV: 0.000
HOMO level (spin up / spin down), eV: -1.38 / -2.30
Net charge: -1
Electronic energy, a.u.: -2773.2299
Spin multiplicity: 5

---

This record from the Open Molecules 2025 dataset describes a gas-phase ion, C4H9NO3 (charge +1). The level of theory is the ωB97M-V functional and the def2-TZVPD basis.

Element x y z (Å)
O (-1.737, 1.003, -1.992)
C (-0.716, 1.089, -1.368)
O (0.176, 2.063, -1.597)
C (-0.135, -0.034, -0.525)
C (0.365, 0.434, 0.863)
C (1.325, -0.605, 1.281)
O (0.731, -1.864, 1.436)
N (-1.101, -1.065, -0.233)
H (-0.254, 2.739, -2.150)
H (0.717, -0.399, -1.108)
H (0.756, 1.446, 0.967)
H (-0.523, 0.474, 1.492)
H (1.827, -0.486, 2.267)
H (2.110, -0.804, 0.512)
H (-1.906, -0.659, 0.242)
H (-1.444, -1.516, -1.079)
H (-0.192, -1.816, 0.992)

Force components x, y, z for each atom (eV/Å):
-0.3558 -0.1905 0.8641
0.3022 0.1559 -1.9945
-0.0476 0.0867 0.8378
-0.1031 1.4051 0.4805
-0.5638 0.6563 -0.2056
-0.0675 -1.1268 0.7995
0.4054 0.0557 -0.1740
0.2167 -0.5193 -0.1871
0.1056 -0.1357 -0.0671
-0.1981 -0.2543 -0.0707
0.4032 -0.1347 -0.6427
0.0277 -0.2163 0.3966
0.3042 0.2353 -0.3073
0.2806 0.2133 0.4861
-0.0246 -0.0891 -0.0622
0.0717 -0.1732 0.1213
-0.7568 0.0316 -0.2747

Summary:
Expectation value of S²: 0.75
Energy relative to the best compared isomer or geometry (same formula, charge and spin), eV: 0.821
HOMO level (spin up / spin down), eV: -14.84 / -14.80
Net charge: +1
Electronic energy, a.u.: -437.9434
Spin multiplicity: 2

---

Number 1: strongest force on any atom 0.0473 Eh/bohr. Number 2: strongest force on any atom 0.0173 Eh/bohr. Number 3: strongest force on any atom 0.0253 Eh/bohr. Number 4: strongest force on any atom 0.0621 Eh/bohr. Number 5: strongest force on any atom 0.0393 Eh/bohr.